No. 1
Density functional theory data (ωB97M-V/def2-TZVPD) for C6H13N in the gas phase.

The geometry in ORCA input format:
```
! wB97M-V def2-TZVPD RIJCOSX def2/J DEFGRID3
* xyz 0 1
C -2.47492 -0.85551 0.99613
C -1.68086 0.38268 1.32614
N -1.06761 1.22013 0.60104
C -0.82377 1.02383 -0.81195
C 0.68819 0.76229 -0.93017
C 1.25858 -0.47202 -0.22281
C 2.78793 -0.47642 -0.30112
H -3.49060 -0.71183 1.38461
H -2.54147 -1.09204 -0.06774
H -2.05810 -1.72053 1.52546
H -1.64096 0.59934 2.39859
H -1.45453 0.26351 -1.30368
H -1.02398 1.97285 -1.32766
H 0.97950 0.74240 -1.98747
H 1.16423 1.64257 -0.47977
H 0.86144 -1.39714 -0.66361
H 0.95741 -0.47358 0.83288
H 3.20505 0.41171 0.18978
H 3.13154 -0.46525 -1.34249
H 3.22291 -1.35700 0.18384
*
```

Calculated values
Lowest unoccupied orbital energy: 1.14 eV
Relative energy (zero: lowest compared OMol25 entry of this formula, charge and spin): 0.457 eV
HOMO: -0.3399 Eh
Orbital gap: 10.39 eV
SMILES string: C/C=N\CCCC
Total energy: -7922.37643 eV

***

No. 2
Density functional theory data (ωB97M-V/def2-TZVPD) for C6H13N in the gas phase.

The geometry in ORCA input format:
```
! wB97M-V def2-TZVPD RIJCOSX def2/J DEFGRID3
* xyz 0 1
C 3.10110 -0.16052 -0.21531
C 1.67914 -0.69518 -0.03315
C 0.64207 0.24206 -0.63329
N -0.73523 -0.25749 -0.56469
C -1.66983 0.84667 -0.77745
C -1.52820 0.25279 0.55801
C -2.70238 -0.51797 1.09099
H 3.23385 0.81441 0.27020
H 3.34563 -0.03341 -1.27732
H 3.83610 -0.84901 0.21430
H 1.58666 -1.68386 -0.49740
H 1.46505 -0.82431 1.03460
H 0.88415 0.42194 -1.69176
H 0.70291 1.22412 -0.12750
H -2.58330 0.62990 -1.32714
H -1.22447 1.81915 -0.97178
H -0.95022 0.80557 1.29988
H -3.46335 0.24827 1.26072
H -3.08984 -1.23253 0.35716
H -2.52982 -1.05060 2.03093
*
```

Calculated values
Lowest unoccupied orbital energy: 1.25 eV
Relative energy (zero: lowest compared OMol25 entry of this formula, charge and spin): 1.003 eV
HOMO: -0.3335 Eh
Orbital gap: 10.32 eV
SMILES string: CCCN1C[C@H]1C
Total energy: -7921.82964 eV

***

No. 3
Density functional theory data (ωB97M-V/def2-TZVPD) for C6H13N in the gas phase in a non-equilibrium geometry.

The geometry in ORCA input format:
```
! wB97M-V def2-TZVPD RIJCOSX def2/J DEFGRID3
* xyz 0 1
C -0.46567 -1.49271 1.54705
C -0.90650 -0.38652 0.52011
N 0.50788 0.02142 0.44950
C 0.88787 1.12618 1.25646
C -0.18862 -0.01875 -0.76937
C -0.35087 1.36358 -1.36645
C 0.22199 -1.08155 -1.75536
H 0.45092 -1.25127 2.16053
H -1.26553 -1.58581 2.25769
H -0.19410 -2.41958 1.04398
H -1.62959 0.41740 0.79169
H 1.68068 1.65020 0.73488
H 0.05578 1.80231 1.50256
H 1.28217 0.73519 2.20968
H -1.06290 1.38563 -2.18700
H -0.63582 2.10996 -0.61726
H 0.63728 1.65815 -1.75720
H 0.31277 -2.05568 -1.26782
H 1.18693 -0.81876 -2.20059
H -0.52467 -1.15938 -2.55308
*
```

Calculated values
Lowest unoccupied orbital energy: 1.09 eV
Relative energy (zero: lowest compared OMol25 entry of this formula, charge and spin): 2.930 eV
HOMO: -0.3028 Eh
Orbital gap: 9.33 eV
SMILES string: C[C@H]1N(C)C1(C)C
Total energy: -7919.90303 eV

***

No. 4
Density functional theory data (ωB97M-V/def2-TZVPD) for 2 unconnected molecules or ions with the total composition C6H13N in a non-equilibrium geometry.

The geometry in ORCA input format:
```
! wB97M-V def2-TZVPD RIJCOSX def2/J DEFGRID3
* xyz 0 1
C -0.18273 1.60667 0.28648
C 0.49010 0.81623 1.39309
C 0.13884 -0.50932 1.71899
C 0.62712 -1.86911 1.82383
C -0.77184 0.80435 -0.89856
N 0.32184 -0.02975 -1.50496
C -0.34286 -1.04591 -2.37549
H 0.61201 2.20192 -0.17190
H -0.81611 2.36432 0.65402
H 1.80591 2.19856 1.74030
H 1.32475 1.46815 1.69588
H -1.12920 -0.65194 1.74666
H -0.12225 -2.64341 1.86452
H 1.50517 -2.11000 2.43497
H -1.52080 0.12419 -0.51816
H -1.27684 1.56377 -1.61969
H 0.94895 -0.37478 -0.68258
H -1.05306 -0.56595 -3.06233
H -0.90903 -1.63544 -1.65313
H 0.35002 -1.71253 -2.87195
*
```

Calculated values
Lowest unoccupied orbital energy: -1.90 eV
Relative energy (zero: lowest compared OMol25 entry of this formula, charge and spin): 9.332 eV
HOMO: -0.2622 Eh
Orbital gap: 5.24 eV
Total energy: -7913.50108 eV

***

No. 5
Density functional theory data (ωB97M-V/def2-TZVPD) for 2 unconnected molecules or ions with the total composition C6H13N in a non-equilibrium geometry.

The geometry in ORCA input format:
```
! wB97M-V def2-TZVPD RIJCOSX def2/J DEFGRID3
* xyz 0 1
C 1.62150 -2.21210 -1.35297
C 2.36709 -1.08592 -1.19758
C 1.92905 0.26211 -1.51621
C 2.56850 1.37235 -1.02995
H 0.61257 -2.12178 -1.77396
H 1.96455 -3.19173 -1.01278
H 3.37592 -1.21404 -0.87374
H 1.03361 0.39012 -2.18436
H 2.14640 2.32660 -1.19818
H 3.50889 1.34981 -0.50828
C -2.47911 -0.65629 1.71456
N -1.39760 0.32169 1.51993
C -1.92271 1.60039 0.90739
H -3.22506 -0.26109 2.38150
H -3.04344 -0.87534 0.77250
H -2.15733 -1.63436 2.09665
H -0.64484 -0.06281 0.93836
H -2.46417 1.41058 -0.08747
H -1.13407 2.31352 0.78832
H -2.65976 1.96829 1.61625
*
```

Calculated values
Lowest unoccupied orbital energy: 0.82 eV
Relative energy (zero: lowest compared OMol25 entry of this formula, charge and spin): 2.040 eV
HOMO: -0.3196 Eh
Orbital gap: 9.52 eV
SMILES string: C=CC=C.CNC
Total energy: -7920.79337 eV

***

No. 6
Density functional theory data (ωB97M-V/def2-TZVPD) for C6H13N in the gas phase in a non-equilibrium geometry.

The geometry in ORCA input format:
```
! wB97M-V def2-TZVPD RIJCOSX def2/J DEFGRID3
* xyz 0 1
C 0.76456 -2.69253 -1.39469
C 0.79272 -1.58849 -0.64184
N -0.16305 -0.61104 -0.62704
C -0.23209 0.57208 0.23504
C 0.92966 1.52219 -0.08663
C -0.17383 0.14487 1.70963
C -1.56998 1.29254 -0.02966
H 1.56294 -3.42280 -1.33174
H -0.05355 -2.89478 -2.07509
H 1.62737 -1.42267 0.03543
H -0.93138 -0.74722 -1.27903
H 1.90016 1.06304 0.13233
H 0.86338 2.44025 0.50938
H 0.93051 1.80664 -1.14471
H -0.33899 0.99752 2.37683
H 0.79739 -0.29242 1.96703
H -0.93708 -0.61116 1.93015
H -2.36167 0.91887 0.63021
H -1.48849 2.37144 0.14388
H -1.91859 1.15365 -1.05950
*
```

Calculated values
Lowest unoccupied orbital energy: 0.91 eV
Relative energy (zero: lowest compared OMol25 entry of this formula, charge and spin): 0.408 eV
HOMO: -0.2808 Eh
Orbital gap: 8.55 eV
SMILES string: C=CNC(C)(C)C
Total energy: -7922.42489 eV

***

No. 7
Density functional theory data (ωB97M-V/def2-TZVPD) for C6H13N in the gas phase in a non-equilibrium geometry.

The geometry in ORCA input format:
```
! wB97M-V def2-TZVPD RIJCOSX def2/J DEFGRID3
* xyz 0 1
C 1.58733 0.62956 -0.49542
C 0.53073 -0.21054 -0.42550
C -0.87315 0.20451 -0.06051
C -0.99994 0.53954 1.43167
C -0.64151 2.01672 1.72984
N 0.79734 -1.55844 -0.69263
C 0.20699 -2.23242 -1.82497
H 2.44030 0.44357 -1.14436
H 1.79586 1.48749 0.12533
H -1.15400 1.10926 -0.61707
H -1.53386 -0.65273 -0.21261
H -0.37173 -0.11949 2.03691
H -2.04683 0.55267 1.74165
H -1.30754 2.67852 1.13821
H -0.71574 2.28031 2.78331
H 0.40995 2.14625 1.53775
H 1.71898 -1.91867 -0.51652
H -0.84677 -2.01292 -2.00515
H 0.39489 -3.29503 -1.68326
H 0.60869 -2.08814 -2.84666
*
```

Calculated values
Lowest unoccupied orbital energy: 1.10 eV
Relative energy (zero: lowest compared OMol25 entry of this formula, charge and spin): 1.562 eV
HOMO: -0.2983 Eh
Orbital gap: 9.22 eV
SMILES string: C=C(CCC)NC
Total energy: -7921.27100 eV

***

No. 8
Density functional theory data (ωB97M-V/def2-TZVPD) for 2 unconnected molecules or ions with the total composition C6H13N.

The geometry in ORCA input format:
```
! wB97M-V def2-TZVPD RIJCOSX def2/J DEFGRID3
* xyz 0 1
C -1.72283 1.93379 0.33428
C -0.84137 0.79588 0.77255
N -0.71131 -0.39270 -0.07012
C -1.28783 -1.53596 -0.33939
C 0.31913 0.41700 -0.03103
C 1.72755 -1.85579 0.60065
C 1.16018 1.04314 -1.07523
H -2.77206 1.78462 0.59126
H -1.35860 2.83969 0.83483
H -1.62286 2.09256 -0.74516
H -0.85800 0.56258 1.84537
H -0.80740 -2.20129 -1.04578
H 0.68681 -2.20292 0.76062
H -2.29236 -1.71072 0.01500
H 1.90315 -0.80236 0.81788
H 2.38369 -2.42508 1.24657
H 1.98020 -2.00325 -0.45463
H 0.51084 1.54975 -1.80287
H 1.77649 0.31675 -1.61511
H 1.82657 1.79431 -0.63970
*
```

Calculated values
Lowest unoccupied orbital energy: 0.92 eV
Relative energy (zero: lowest compared OMol25 entry of this formula, charge and spin): 4.045 eV
HOMO: -0.2430 Eh
Orbital gap: 7.53 eV
Total energy: -7918.78854 eV

***

No. 9
Density functional theory data (ωB97M-V/def2-TZVPD) for a molecular structure, C6H13N in a non-equilibrium geometry.

The geometry in ORCA input format:
```
! wB97M-V def2-TZVPD RIJCOSX def2/J DEFGRID3
* xyz 1 2
C -0.71550 -1.61685 -1.23629
C -0.64837 -0.09022 -1.02034
C -0.05601 0.32077 0.24180
C -1.06899 0.48216 1.30884
N -2.30658 -0.09247 1.59657
C 1.18738 0.99183 0.71360
C 2.39463 0.62047 -0.15844
H -1.40579 -1.94687 -1.97366
H 0.34303 -1.93191 -1.48400
H -0.88133 -2.22887 -0.29084
H -0.03148 0.51058 -1.81783
H -1.68869 0.05358 -1.15426
H -0.81870 1.11763 2.02943
H -2.46883 -1.00861 1.26721
H -2.04882 0.84745 0.81209
H 0.99897 1.99241 1.20781
H 1.29353 0.26351 1.47243
H 2.22024 1.25825 -1.15961
H 2.24077 -0.35465 -0.62182
H 3.46055 0.81183 0.26733
*
```

Calculated values
Lowest unoccupied orbital energy (spin up / spin down): -5.58 / -6.79 eV
Relative energy (zero: lowest compared OMol25 entry of this formula, charge and spin): 5.820 eV
HOMO (spin up / spin down): -0.5084 / -0.5683 Eh
Orbital gap (spin up / spin down): 8.25 / 8.67 eV
Total energy: -7909.39259 eV
<S²>: 0.76

***

No. 10
Density functional theory data (ωB97M-V/def2-TZVPD) for a gas-phase ion, C6H13N2O2 (charge +1) in a non-equilibrium geometry.

The geometry in ORCA input format:
```
! wB97M-V def2-TZVPD RIJCOSX def2/J DEFGRID3
* xyz 1 1
C 2.00070 1.96238 -0.44898
C -1.31125 0.49534 -0.87725
C 0.12357 1.03753 -1.40287
C 0.01486 -1.52329 -0.02759
C 1.68721 -0.85620 1.57582
C -2.25803 -0.84227 0.80589
N 1.20845 -1.45335 0.50031
N -0.96413 -0.38794 0.30527
O 2.79096 2.36526 0.35182
O 0.91052 1.23969 -0.15757
H -1.97110 1.39853 -0.63490
H -1.68709 0.01734 -1.75671
H 0.71829 0.30076 -2.01385
H -0.08914 2.07646 -1.74096
H -0.19620 -2.14047 -0.86193
H 1.29307 -0.05596 2.18007
H 2.66470 -0.96492 1.86322
H 1.98913 2.09621 -1.54009
H -2.30675 -1.99123 1.04065
H -2.69166 -0.24635 1.60530
H -3.07715 -0.62170 -0.00246
H 1.82536 -2.19387 0.17748
H -0.67434 0.28805 1.05931
*
```

Calculated values
Lowest unoccupied orbital energy (spin up / spin down): -3.09 / -3.09 eV
Relative energy (zero: lowest compared OMol25 entry of this formula, charge and spin): 5.530 eV
HOMO (spin up / spin down): -0.4281 / -0.4281 Eh
Orbital gap (spin up / spin down): 8.56 / 8.56 eV
Total energy: -13496.91701 eV

***

No. 11
Density functional theory data (ωB97M-V/def2-TZVPD) for a gas-phase ion, C6H13N2O6 (charge +1) in a non-equilibrium geometry.

The geometry in ORCA input format:
```
! wB97M-V def2-TZVPD RIJCOSX def2/J DEFGRID3
* xyz 1 1
N -1.91792 -2.19911 1.47107
C -1.13579 -1.09415 1.50235
O -0.36803 -0.96827 2.64509
C -1.21924 -0.13946 0.51221
O -1.87649 -0.37701 -0.68551
C -0.36428 1.03931 0.53292
O -0.40264 1.74962 1.76004
C 1.17010 0.80851 0.29751
C 1.88503 1.60227 -0.79764
O 1.24043 1.66606 -2.06524
O 1.53345 -0.57668 0.24028
C 0.94876 -1.40611 -0.51689
N 0.38384 -0.75366 -1.82413
O 0.79192 -2.56560 -0.39633
H -2.49441 -2.15282 0.62675
H -1.45562 -3.03849 1.80104
H 0.04044 -0.07773 2.60884
H -2.92095 -0.29314 -0.74864
H -0.77924 1.74758 -0.19573
H -1.29241 1.64896 2.10761
H 1.61065 1.01201 1.20701
H 2.81736 0.97983 -0.90684
H 2.17366 2.64896 -0.62563
H 0.80597 2.58484 -2.13210
H 0.21105 -1.54423 -2.38896
H 1.01796 -0.06402 -2.36337
H -0.40360 -0.23747 -1.66571
*
```

Calculated values
Lowest unoccupied orbital energy: -3.05 eV
HOMO: -0.4396 Eh
Orbital gap: 8.91 eV
SMILES string: N/C(O)=C(\O)[C@@H](O)[C@H](CO)OC([NH3+])=O
Total energy: -21689.31750 eV